Entry 1:
{"formula": "C35H57AsF6NO3SSiV", "method": "wB97M-V/def2-TZVPD", "s_squared": 3.80, "e_homo_ev": [-10.33, -10.65], "e_above_lowest_kcal_mol": 33.3, "multiplicity": 4, "charge": 1, "gap_ev": [6.813, 6.035], "energy_ha": -6115.00377, "elements": ["V", "C", "C", "C", "C", "C", "C", "C", "N", "C", "C", "C", "C", "C", "C", "O", "C", "C", "C", "C", "C", "C", "C", "C", "C", "O", "C", "C", "C", "C", "C", "C", "H", "H", "H", "H", "H", "H", "H", "H", "H", "H", "H", "H", "H", "H", "H", "H", "H", "H", "H", "H", "H", "H", "H", "H", "H", "H", "H", "H", "H", "H", "H", "H", "H", "H", "H", "H", "H", "H", "H", "H", "O", "S", "C", "C", "C", "C", "H", "H", "H", "H", "H", "H", "H", "H", "F", "As", "F", "F", "F", "F", "F", "C", "Si", "C", "C", "H", "H", "H", "H", "H", "H", "H", "H", "H"], "coordinates": [[0.595, -1.068, -0.466], [-4.364, 0.643, 4.343], [-4.956, 0.194, 2.999], [-5.445, 1.427, 2.225], [-6.149, -0.718, 3.279], [-3.874, -0.498, 2.174], [-2.672, 0.116, 1.965], [-1.666, -0.547, 1.212], [-0.527, -0.023, 0.811], [-0.146, 1.335, 0.712], [-0.268, 2.281, 1.711], [0.070, 3.599, 1.409], [0.469, 3.879, 0.103], [0.582, 2.944, -0.932], [0.287, 1.619, -0.592], [0.388, 0.546, -1.430], [0.955, 3.461, -2.324], [0.988, 2.390, -3.417], [-0.087, 4.506, -2.756], [2.335, 4.135, -2.273], [0.018, 4.720, 2.445], [-0.581, 4.242, 3.767], [-0.841, 5.876, 1.916], [1.444, 5.222, 2.704], [-1.934, -1.832, 0.592], [-0.954, -2.319, -0.178], [-3.213, -2.390, 0.676], [-4.107, -1.736, 1.522], [-3.709, -3.521, -0.221], [-5.141, -3.934, 0.136], [-2.843, -4.775, -0.166], [-3.718, -2.989, -1.667], [-5.145, 1.086, 4.963], [-3.587, 1.396, 4.212], [-3.933, -0.197, 4.889], [-6.212, 1.949, 2.799], [-5.875, 1.144, 1.263], [-4.629, 2.126, 2.038], [-6.858, -0.196, 3.923], [-5.854, -1.636, 3.792], [-6.686, -0.992, 2.369], [-2.468, 1.100, 2.357], [-0.564, 1.982, 2.704], [0.713, 4.906, -0.136], [0.049, 1.844, -3.487], [1.781, 1.658, -3.264], [1.171, 2.883, -4.374], [-1.070, 4.048, -2.877], [0.204, 4.940, -3.714], [-0.182, 5.320, -2.037], [3.106, 3.438, -1.937], [2.349, 4.993, -1.601], [2.615, 4.487, -3.267], [-1.602, 3.873, 3.640], [-0.618, 5.071, 4.474], [0.016, 3.451, 4.225], [-1.834, 5.530, 1.624], [-0.386, 6.359, 1.050], [-0.960, 6.638, 2.688], [2.075, 4.422, 3.096], [1.436, 6.036, 3.432], [1.904, 5.597, 1.789], [-5.085, -2.173, 1.647], [-5.221, -4.316, 1.156], [-5.445, -4.735, -0.538], [-5.857, -3.121, 0.010], [-2.689, -5.142, 0.849], [-1.886, -4.614, -0.655], [-3.325, -5.564, -0.747], [-4.369, -2.117, -1.753], [-4.093, -3.758, -2.344], [-2.716, -2.710, -1.991], [2.520, -0.453, -0.130], [3.229, 0.750, -0.786], [4.707, 0.954, 0.234], [5.826, 0.153, -0.425], [5.630, 0.357, -1.924], [4.154, 0.065, -2.186], [4.418, 0.644, 1.237], [4.923, 2.023, 0.247], [5.726, -0.904, -0.172], [6.801, 0.489, -0.077], [6.257, -0.296, -2.529], [5.868, 1.386, -2.201], [3.952, -1.004, -2.133], [3.748, 0.461, -3.114], [1.612, -2.806, 0.019], [0.582, -4.338, 0.195], [-0.294, -4.050, 1.586], [0.383, -4.061, -1.466], [0.083, -5.932, -0.071], [2.866, -5.294, -1.548], [1.974, -4.878, 0.961], [4.681, -5.726, -3.680], [3.939, -4.521, -2.482], [5.202, -3.822, -1.296], [2.942, -3.193, -3.342], [5.118, -6.573, -3.149], [3.916, -6.112, -4.356], [5.466, -5.273, -4.286], [5.451, -4.584, -0.552], [4.800, -2.968, -0.751], [6.130, -3.526, -1.789], [3.554, -2.620, -4.042], [2.501, -2.491, -2.629], [2.127, -3.647, -3.910]]}

Entry 2:
{"formula": "C5H9NO", "method": "wB97M-V/def2-TZVPD", "e_homo_ev": -9.29, "e_above_lowest_kcal_mol": 90.1, "charge": 0, "gap_ev": 9.334, "energy_ha": -325.79392, "elements": ["C", "C", "C", "C", "C", "N", "O", "H", "H", "H", "H", "H", "H", "H", "H", "H"], "coordinates": [[-3.094, -0.269, -0.156], [-1.137, -0.263, 0.388], [0.613, 1.382, 0.066], [1.024, -1.228, 0.018], [0.104, -0.013, -0.406], [-2.156, -1.158, -0.106], [-2.776, 0.942, 0.101], [-4.082, -0.438, -0.728], [-1.059, -0.229, 1.441], [0.731, 1.460, 1.234], [-0.129, 2.183, -0.256], [1.460, 1.469, -0.432], [1.107, -1.317, 1.130], [2.074, -0.976, -0.490], [0.509, -2.116, -0.400], [-0.203, -0.058, -1.461]]}

Entry 3:
{"formula": "C5H6N2O2", "method": "wB97M-V/def2-TZVPD", "e_homo_ev": -10.15, "e_above_lowest_kcal_mol": 152.1, "charge": 0, "gap_ev": 9.367, "energy_ha": -453.89186, "elements": ["C", "C", "C", "C", "C", "H", "H", "H", "H", "H", "H", "N", "N", "O", "O"], "coordinates": [[-0.959, -0.763, -1.015], [0.504, -0.349, -0.689], [1.038, 0.012, 1.629], [0.371, 0.747, 0.414], [0.826, 2.175, 0.184], [-3.096, -0.398, -0.019], [-1.398, -0.432, -2.259], [-0.851, -1.942, -1.118], [1.015, 0.043, -1.616], [1.063, 0.394, 2.665], [-0.764, 0.694, 0.655], [1.419, -1.146, 1.395], [1.369, 3.055, -0.311], [-1.784, -0.668, 0.091], [1.247, -1.421, -0.007]]}

Entry 4:
{"formula": "C44H34ClIN5O6SY", "method": "wB97M-V/def2-TZVPD", "e_homo_ev": -6.25, "e_above_lowest_kcal_mol": 0.0, "charge": 0, "gap_ev": 5.757, "energy_ha": -3616.89311, "elements": ["Y", "O", "C", "C", "C", "C", "C", "C", "C", "O", "N", "N", "C", "C", "C", "C", "C", "C", "C", "O", "H", "H", "H", "H", "H", "H", "H", "H", "H", "H", "Cl", "C", "C", "C", "C", "O", "C", "C", "N", "C", "C", "C", "C", "C", "C", "C", "C", "N", "C", "C", "H", "H", "H", "H", "H", "H", "H", "H", "H", "H", "N", "C", "O", "C", "I", "H", "H", "H", "H", "O", "S", "C", "C", "C", "C", "C", "C", "C", "C", "C", "C", "C", "C", "H", "H", "H", "H", "H", "H", "H", "H", "H", "H"], "coordinates": [[-6.609, -18.350, -1.141], [-9.674, -19.176, 2.251], [-10.787, -19.395, 1.470], [-11.974, -19.799, 2.079], [-13.069, -20.113, 1.349], [-13.017, -19.920, -0.064], [-11.945, -19.360, -0.665], [-10.767, -19.089, 0.086], [-9.608, -18.429, -0.568], [-8.543, -18.272, 0.139], [-9.839, -18.072, -1.868], [-8.785, -17.497, -2.395], [-8.935, -16.841, -3.515], [-7.870, -16.100, -4.082], [-8.111, -15.380, -5.295], [-7.114, -14.555, -5.801], [-5.871, -14.387, -5.173], [-5.664, -15.008, -3.967], [-6.561, -15.875, -3.335], [-6.407, -16.335, -2.157], [-9.044, -18.801, 1.574], [-11.918, -19.903, 3.173], [-13.991, -20.453, 1.810], [-13.930, -20.156, -0.659], [-11.988, -19.223, -1.754], [-9.907, -16.817, -4.030], [-9.047, -15.574, -5.850], [-7.359, -14.033, -6.759], [-5.079, -13.745, -5.582], [-4.732, -14.911, -3.440], [-1.535, -18.335, -6.988], [-2.720, -18.631, -5.835], [-3.909, -19.379, -6.191], [-4.917, -19.565, -5.282], [-4.902, -18.955, -3.974], [-5.851, -19.044, -3.106], [-3.664, -18.173, -3.645], [-3.413, -17.647, -2.366], [-4.123, -17.765, -1.243], [-3.663, -17.140, -0.118], [-2.339, -17.219, 0.319], [-1.894, -16.344, 1.338], [-2.746, -15.379, 1.848], [-4.115, -15.436, 1.588], [-5.088, -14.690, 2.307], [-6.453, -14.945, 2.142], [-6.846, -16.004, 1.279], [-5.929, -16.734, 0.624], [-4.596, -16.459, 0.711], [-2.581, -18.109, -4.592], [-3.968, -19.826, -7.185], [-5.750, -20.195, -5.515], [-2.443, -17.121, -2.323], [-1.633, -17.843, -0.210], [-0.868, -16.398, 1.688], [-2.328, -14.550, 2.430], [-4.708, -13.841, 2.841], [-7.175, -14.331, 2.630], [-7.925, -16.195, 1.179], [-1.771, -17.468, -4.311], [-8.023, -20.804, -3.637], [-8.238, -21.136, -2.340], [-7.587, -20.550, -1.428], [-9.119, -22.298, -2.097], [-11.298, -22.112, -2.534], [-7.591, -19.917, -3.811], [-8.697, -21.150, -4.327], [-9.145, -22.530, -1.048], [-8.833, -23.235, -2.616], [-6.139, -19.904, 0.589], [-6.868, -20.228, 1.854], [-7.190, -21.949, 2.029], [-6.771, -22.789, 0.992], [-6.484, -24.163, 1.245], [-6.481, -24.607, 2.569], [-7.052, -23.794, 3.592], [-7.381, -22.452, 3.309], [-5.517, -20.166, 3.063], [-4.321, -20.723, 2.654], [-3.325, -20.894, 3.635], [-3.660, -20.716, 4.957], [-4.819, -20.083, 5.380], [-5.814, -19.858, 4.442], [-6.506, -22.388, 0.052], [-6.232, -24.852, 0.452], [-6.117, -25.645, 2.791], [-7.208, -24.173, 4.586], [-7.774, -21.801, 4.057], [-4.207, -20.896, 1.578], [-2.315, -21.134, 3.393], [-2.965, -21.041, 5.758], [-4.949, -19.744, 6.391], [-6.748, -19.314, 4.709]]}

Entry 5:
{"formula": "C5H10S", "method": "wB97M-V/def2-TZVPD", "e_homo_ev": -9.07, "e_above_lowest_kcal_mol": 45.3, "charge": 0, "gap_ev": 10.090, "energy_ha": -594.62282, "elements": ["C", "C", "C", "C", "C", "H", "H", "H", "H", "H", "H", "H", "H", "H", "H", "S"], "coordinates": [[0.410, -0.190, 0.900], [-0.257, 0.494, -0.208], [0.212, -0.179, -1.483], [-0.312, -0.024, -2.789], [-0.511, -1.279, -2.035], [-0.880, 0.060, 2.904], [0.135, -1.285, 1.056], [1.532, -0.209, 0.757], [-1.401, 0.610, -0.084], [-0.059, 1.616, -0.159], [1.262, -0.494, -1.376], [-1.200, 0.489, -2.732], [0.212, 0.247, -3.674], [0.112, -2.157, -2.333], [-1.444, -1.676, -1.605], [0.280, 0.616, 2.558]]}

Entry 6:
{"formula": "C2H7N3OS", "method": "wB97M-V/def2-TZVPD", "e_homo_ev": -8.23, "e_above_lowest_kcal_mol": 32.2, "charge": 0, "gap_ev": 9.001, "energy_ha": -718.02467, "elements": ["C", "C", "H", "H", "H", "H", "H", "H", "H", "N", "N", "N", "O", "S"], "coordinates": [[-1.645, -0.542, -1.075], [0.334, 0.246, 0.093], [-1.710, 0.336, -1.692], [-1.992, -1.413, -1.606], [-2.281, -0.370, -0.178], [0.315, -1.255, -1.223], [2.032, 0.381, 1.131], [1.651, -1.811, 0.665], [-0.512, 2.759, 2.224], [-0.288, -0.771, -0.608], [1.713, 0.044, 0.262], [-0.336, 1.249, 0.499], [2.167, -1.262, 0.069], [0.552, 2.409, 1.437]]}

Entry 7:
{"formula": "H8O4", "method": "wB97M-V/def2-TZVPD", "e_homo_ev": -10.80, "e_above_lowest_kcal_mol": 14.2, "charge": 0, "gap_ev": 11.245, "energy_ha": -305.75657, "elements": ["O", "H", "H", "O", "H", "H", "O", "H", "H", "O", "H", "H"], "coordinates": [[1.986, 1.939, -0.726], [2.877, 1.652, -0.503], [1.425, 1.572, -0.023], [-0.082, 0.759, 1.133], [-0.161, -0.181, 1.340], [-0.428, 0.841, 0.222], [-0.851, -2.217, 1.303], [-1.653, -2.502, 1.756], [-0.350, -3.026, 1.150], [-1.110, 0.462, -1.549], [-1.006, 1.049, -2.308], [-0.644, -0.347, -1.796]]}

Entry 8:
{"formula": "C20H12ClF12NO6Tc", "method": "wB97M-V/def2-TZVPD", "e_homo_ev": [-18.79, -18.80], "charge": 3, "gap_ev": [5.130, 5.181], "energy_ha": -3013.45563, "elements": ["Tc", "C", "C", "C", "C", "C", "N", "C", "C", "C", "C", "C", "C", "C", "C", "O", "C", "F", "F", "F", "C", "F", "F", "F", "C", "C", "C", "O", "C", "F", "F", "F", "C", "F", "F", "F", "H", "H", "H", "H", "H", "H", "H", "H", "H", "H", "H", "H", "O", "Cl", "O", "O", "O"], "coordinates": [[1.992, 0.814, 0.516], [-0.505, -0.531, -5.507], [-0.380, -0.378, -4.040], [-1.328, 0.335, -3.290], [-1.167, 0.475, -1.942], [-0.029, -0.074, -1.284], [0.118, 0.093, 0.069], [-0.844, -0.082, 0.972], [-2.093, -0.703, 0.573], [-3.191, -0.641, 1.367], [-3.120, -0.015, 2.631], [-4.310, 0.166, 3.473], [-1.822, 0.351, 3.137], [-0.709, 0.286, 2.375], [0.649, 0.504, 3.026], [1.662, 0.143, 2.092], [0.858, -0.386, 4.295], [0.311, -1.573, 4.089], [2.146, -0.526, 4.519], [0.270, 0.218, 5.316], [0.913, 2.021, 3.266], [2.008, 2.242, 3.935], [-0.096, 2.661, 3.770], [1.121, 2.526, 1.957], [0.989, -0.744, -2.045], [0.750, -0.931, -3.373], [2.187, -1.395, -1.351], [2.815, -0.542, -0.394], [1.720, -2.695, -0.616], [1.079, -2.313, 0.518], [2.721, -3.468, -0.279], [0.854, -3.356, -1.364], [3.355, -1.730, -2.342], [4.459, -1.980, -1.673], [3.027, -2.779, -3.083], [3.564, -0.678, -3.133], [-1.416, -0.097, -5.907], [-0.449, -1.589, -5.782], [0.359, -0.078, -6.005], [-2.169, 0.801, -3.788], [-1.854, 1.090, -1.370], [-2.138, -1.246, -0.361], [-4.122, -1.095, 1.049], [-5.242, -0.025, 2.950], [-4.313, 1.164, 3.924], [-4.253, -0.512, 4.339], [-1.755, 0.633, 4.181], [1.427, -1.525, -3.971], [1.051, 3.401, -2.534], [1.059, 3.648, -1.157], [1.923, 4.623, -0.654], [-0.126, 3.382, -0.442], [2.047, 2.109, -0.655]]}

Entry 9:
{"formula": "C4H10NO", "method": "wB97M-V/def2-TZVPD", "e_homo_ev": -2.38, "e_above_lowest_kcal_mol": 18.7, "charge": -1, "gap_ev": 6.745, "energy_ha": -288.36190, "elements": ["C", "C", "N", "C", "H", "H", "H", "H", "H", "H", "H", "C", "O", "H", "H", "H"], "coordinates": [[1.686, -0.915, -1.890], [0.553, -1.222, -1.212], [0.192, -0.660, -0.022], [-1.065, -1.180, 0.482], [2.342, -0.126, -1.542], [1.989, -1.468, -2.771], [-0.111, -1.981, -1.639], [0.202, 0.730, -0.008], [-1.159, -0.932, 1.544], [-1.954, -0.758, -0.017], [-1.124, -2.278, 0.422], [-0.332, 2.156, 1.355], [0.290, 1.878, 0.146], [-1.431, 2.069, 1.308], [0.033, 1.500, 2.164], [-0.112, 3.185, 1.680]]}